Entry 1:
12
Properties=species:S:1:pos:R:3 method="wB97M-V/def2-TZVPD" lumo_energy_ha=0.038 fmax_ha_per_bohr=0.087 total_energy_ev=-5749.3575
H -2.257 0.388 0.876
H 2.220 1.526 -0.111
C 1.696 0.486 0.022
C -0.674 -0.706 0.012
N -0.677 1.397 0.052
H -0.725 -1.217 -0.887
H -0.651 -1.398 0.841
C -1.752 0.393 -0.013
C 0.205 0.447 -0.098
H 2.044 -0.056 -0.753
H -2.473 0.449 -0.793
H 2.184 0.058 1.007

---

Entry 2:
11
Properties=species:S:1:pos:R:3 method="wB97M-V/def2-TZVPD" lumo_energy_ha="0.003 / -0.127" fmax_ha_per_bohr=0.135 spin_multiplicity=6 total_energy_ev=-12149.6979
O -0.241 -0.209 1.359
H -0.705 1.414 -0.787
Ir 1.051 -1.717 1.029
O 1.893 -0.161 1.886
O 0.575 1.554 2.496
H 0.683 -0.059 -2.209
C -1.010 0.383 -0.986
H -2.045 0.115 -0.760
C -0.248 -0.434 -1.773
H -0.693 -1.325 -2.224
C 0.739 0.440 1.969

---

Entry 3:
77
Properties=species:S:1:pos:R:3 method="wB97M-V/def2-TZVPD" lumo_energy_ha=-0.062 fmax_ha_per_bohr=0.068 total_energy_ev=-85100.0239
O -1.842 -5.115 2.880
H 3.796 1.723 -2.653
C -4.440 0.073 1.313
H -2.755 0.336 2.576
H -6.330 -1.174 -1.296
C 4.917 -1.627 -4.797
C -4.998 -0.037 -0.068
H 2.395 1.619 -4.340
C 0.267 5.494 0.934
H 4.371 1.189 -1.065
H 3.128 3.388 -1.041
C 0.170 1.422 -4.467
H -1.494 5.011 2.244
F -5.588 -4.348 2.979
H -1.746 -1.644 1.358
H 0.173 6.556 0.719
N 1.417 0.234 -2.985
H -1.206 -0.065 0.778
P 2.611 -0.278 -1.777
C 2.584 2.433 -1.005
C 4.205 3.889 1.144
N 1.068 3.371 0.928
H 5.311 -1.673 -5.803
C 5.295 4.046 1.999
H -6.263 -1.759 0.376
H -1.503 -2.344 5.164
C 1.270 4.670 0.445
F -4.806 -6.396 2.942
H 1.640 2.576 -1.554
H 5.904 2.829 3.792
C 5.300 -2.446 -3.682
C 5.211 2.994 2.970
C 3.466 1.367 -1.667
H 3.928 4.492 0.296
H 6.050 -3.225 -3.692
H 3.412 0.017 -4.888
P 2.080 1.956 0.726
H -5.112 0.527 2.067
C 0.074 -0.113 -2.797
C 3.929 -0.752 -4.346
C -0.079 3.394 1.724
C -5.643 -1.383 -0.461
C 4.099 2.224 2.657
N 3.661 -1.030 -2.996
H 3.694 1.334 3.121
O -3.313 -5.222 0.910
H 4.526 -2.386 -1.568
H -0.588 -3.783 5.737
C -4.498 -5.112 3.215
C -3.143 -0.030 1.614
H -0.105 2.101 -5.265
H -0.172 -0.842 -2.041
C -2.080 -0.740 0.823
H -5.783 0.723 -0.170
H 6.056 4.809 1.907
H -5.087 -3.480 -0.930
H -1.398 -1.689 -0.901
H -2.808 -3.330 -0.997
C 1.461 1.186 -4.007
H -4.205 0.151 -0.794
S -3.050 -4.572 2.159
C 4.539 -2.052 -2.598
O -3.065 -3.111 2.207
H -0.432 2.472 2.171
C -4.662 -2.476 -0.771
H -2.530 -0.379 -1.272
C -2.355 -1.232 -0.610
N 3.477 2.760 1.526
C -3.323 -2.376 -0.827
H -1.794 0.591 -3.743
C -0.598 4.682 1.739
Sn -0.235 -3.506 3.076
C -0.711 0.615 -3.679
F -4.242 -5.023 4.538
H -2.252 -3.990 5.052
H 2.067 4.903 -0.240
C -1.314 -3.415 4.987

---

Entry 4:
64
Properties=species:S:1:pos:R:3 method="wB97M-V/def2-TZVPD" lumo_energy_ha=-0.453 fmax_ha_per_bohr=0.018 total_charge=+4 total_energy_ev=-88815.7352
H 2.685 -4.561 0.713
H -1.322 5.504 0.242
Cl 1.587 -6.423 -4.032
H -1.094 8.444 -1.627
C -4.034 -0.321 1.630
C -0.182 3.756 0.637
C -3.178 -1.071 0.655
H -1.411 7.485 -0.248
O 2.457 -2.494 0.706
H 1.331 -4.864 2.794
H 2.547 1.701 1.660
H -6.089 0.027 2.173
H -0.016 5.770 1.392
H -1.431 -3.792 2.512
H 0.858 8.154 -2.847
H 1.998 3.872 0.968
H -1.027 3.501 1.280
C 0.222 6.918 -1.353
S -3.895 -2.008 -0.630
C -5.531 -0.536 1.429
H 1.130 -3.103 2.927
H -1.101 -3.504 -2.386
C 1.658 -4.196 -2.665
H 1.033 0.075 2.142
C -1.030 -4.463 1.752
N -0.862 7.630 -1.077
C 1.123 3.323 1.319
H -5.807 -1.585 1.548
C 2.382 -4.885 -3.755
H 3.435 -3.701 2.089
Cl 4.044 -5.100 -3.196
C -2.305 -2.441 -1.137
H 1.429 5.406 -0.836
O 1.552 -0.559 -1.994
H -0.293 0.939 1.522
C 2.561 -3.757 1.440
C 1.696 0.577 -2.222
C -0.277 5.279 0.450
H -2.792 -3.615 -2.733
N -1.387 -1.879 -0.361
H 4.476 -2.037 0.681
H -5.862 -0.190 0.448
C 1.497 1.898 1.450
Pt 0.534 -2.207 -0.059
H -3.733 -0.629 2.635
O 0.239 -3.973 1.257
H -1.697 -4.531 0.897
Cl 2.307 -3.842 -5.170
H -0.874 -5.457 2.168
H 3.919 -3.050 -0.684
N 1.089 -3.668 -1.820
C 1.297 -3.929 2.230
H -3.787 0.740 1.543
H 3.493 -1.320 -0.631
H -0.324 3.237 -0.314
N 1.014 7.289 -2.351
H 1.842 6.774 -2.600
H 1.077 3.557 2.402
O 1.839 1.707 -2.389
N 0.529 5.814 -0.643
N -1.888 -1.099 0.659
N 0.721 0.876 1.602
N -2.050 -3.252 -2.155
C 3.675 -2.208 -0.036

---

Entry 5:
59
Properties=species:S:1:pos:R:3 method="wB97M-V/def2-TZVPD" lumo_energy_ha=0.069 fmax_ha_per_bohr=0.005 total_charge=-1 total_energy_ev=-82512.8493
H -3.751 -0.791 4.467
S 0.143 -2.054 2.717
H 3.005 0.256 1.270
H -0.529 2.161 0.140
H -0.918 1.794 -3.412
S -2.222 -0.202 1.228
H 3.282 3.564 2.703
H -0.248 3.718 1.923
H 0.764 1.945 -1.050
O -0.671 0.012 -1.593
C -1.726 -2.642 -2.216
H -4.202 0.165 3.053
C 0.829 1.365 2.253
H -1.978 1.423 -5.626
O 3.915 -2.065 -1.515
C -1.217 -0.219 -2.717
H -2.768 -2.641 -4.606
N -3.050 -0.846 -6.521
C -2.427 -0.639 -5.224
N 1.399 2.651 2.641
C 0.834 3.690 1.781
H 1.255 4.658 2.064
H 2.796 3.175 -0.855
H -0.253 1.369 2.388
C -2.204 -0.615 2.952
H 1.250 0.567 2.864
C 2.439 -4.171 -1.086
C -1.247 -1.344 3.550
H -1.735 -0.824 5.601
F 3.326 -4.750 -0.277
C -1.759 -1.495 -3.083
H -2.200 -3.548 -2.625
N 1.119 3.445 0.365
N 3.177 2.330 1.020
O -3.090 0.098 -7.293
C 0.552 2.151 -0.003
H 2.824 0.835 -0.395
H -0.312 -1.854 5.414
C -3.383 -0.073 3.730
S 2.599 -2.341 -1.036
H 3.006 4.340 0.470
F 1.212 -4.536 -0.708
O 2.324 -2.016 0.372
C 2.843 2.604 2.419
C -1.311 -1.651 5.029
C -2.357 -1.678 -4.333
O 1.467 -1.891 -1.844
F 2.647 -4.620 -2.328
H 3.273 1.820 3.045
C -1.904 0.626 -4.900
C 2.571 3.376 0.195
N 1.110 1.045 0.821
Y 0.013 -1.197 0.190
C 2.588 1.049 0.650
H -3.122 0.847 4.265
O -1.236 -2.716 -1.093
O -3.500 -1.950 -6.777
H -1.921 -2.540 5.222
C -1.321 0.829 -3.686

---

Entry 6:
15
Properties=species:S:1:pos:R:3 method="wB97M-V/def2-TZVPD" lumo_energy_ha=0.010 fmax_ha_per_bohr=0.057 total_energy_ev=-19668.0525 smiles="S=C1C[C@@H]2CCON12"
H 0.582 2.571 -0.298
C 0.880 0.363 -0.245
H -1.639 1.594 -1.233
H -2.967 0.325 0.461
N -0.221 -0.066 -0.899
S 2.227 -0.370 0.234
H -2.136 -1.917 0.727
C 0.205 1.646 0.174
C -1.135 1.033 -0.407
C -1.875 0.279 0.642
H -0.481 -1.293 1.244
O -0.816 -1.268 -0.740
H 0.187 1.772 1.338
C -1.298 -1.183 0.587
H -1.773 0.647 1.712